Below is a structure of composition C26H39N2O7PScSeSi, with properties calculated with the ωB97M-V functional and the def2-TZVPD basis.

Structure (XYZ):
```
78
Properties=species:S:1:pos:R:3:lowdin_charge:R:1
Sc 0.850 0.581 0.111 0.722
C 4.973 -0.304 -0.348 -0.066
O 5.137 0.371 -1.599 -0.090
C 4.603 1.630 -1.672 -0.227
C 5.405 2.652 -2.133 -0.014
C 4.916 3.953 -2.258 -0.109
C 3.616 4.215 -1.885 -0.067
C 2.781 3.197 -1.409 -0.130
C 1.431 3.553 -1.013 -0.053
N 0.606 2.765 -0.436 -0.040
N -0.631 3.328 -0.125 0.085
C -1.349 2.461 0.528 -0.457
O -0.976 1.267 0.848 -0.174
C -2.720 2.878 0.945 -0.138
C -3.288 4.065 0.489 -0.032
C -4.567 4.422 0.884 -0.095
C -5.289 3.601 1.743 -0.107
C -4.724 2.420 2.203 -0.085
C -3.445 2.058 1.804 -0.031
C 3.250 1.868 -1.331 -0.262
O 2.476 0.874 -0.986 -0.177
H 5.841 -0.954 -0.235 0.087
H 4.058 -0.891 -0.333 0.063
H 4.938 0.406 0.480 0.084
H 6.429 2.411 -2.393 0.113
H 5.557 4.744 -2.624 0.090
H 3.219 5.223 -1.950 0.103
H 1.104 4.578 -1.196 0.125
H -2.711 4.692 -0.176 0.104
H -5.005 5.344 0.522 0.094
H -6.288 3.883 2.052 0.092
H -5.279 1.779 2.877 0.097
H -2.986 1.143 2.153 0.105
C -0.622 -1.035 3.236 -0.221
Si 0.582 0.277 3.830 0.058
C -0.400 1.825 4.243 -0.219
C 1.335 -0.361 5.432 -0.247
Se 2.237 0.728 2.380 0.323
H -1.321 -1.276 4.044 0.027
H -0.098 -1.947 2.943 0.027
H -1.199 -0.697 2.374 0.001
H -1.207 1.608 4.950 0.027
H -0.837 2.243 3.335 0.005
H 0.253 2.581 4.685 0.025
H 0.565 -0.554 6.185 0.020
H 2.042 0.366 5.837 0.018
H 1.880 -1.289 5.249 0.020
C 2.613 -3.271 -1.639 -0.025
C 1.217 -3.689 -2.078 -0.616
C 0.571 -4.627 -1.067 -0.031
C 1.252 -4.324 -3.459 -0.033
O 0.403 -2.498 -2.262 -0.140
P -0.217 -1.608 -1.104 0.266
O -0.374 -0.200 -1.607 -0.281
O 0.648 -1.596 0.139 -0.317
O -1.596 -2.304 -0.739 -0.143
C -2.883 -2.001 -1.348 -0.612
C -3.776 -3.149 -0.904 -0.033
C -2.763 -1.968 -2.866 -0.031
C -3.387 -0.676 -0.795 -0.020
H 3.273 -4.142 -1.633 0.089
H 2.586 -2.839 -0.640 0.073
H 3.016 -2.528 -2.328 0.098
H 1.163 -5.542 -0.993 0.089
H -0.441 -4.888 -1.378 0.084
H 0.526 -4.164 -0.081 0.082
H 1.864 -5.228 -3.441 0.085
H 1.676 -3.625 -4.180 0.089
H 0.243 -4.588 -3.781 0.083
H -3.393 -4.097 -1.284 0.082
H -4.790 -3.002 -1.280 0.086
H -3.807 -3.197 0.184 0.089
H -2.353 -2.908 -3.238 0.085
H -2.116 -1.151 -3.186 0.082
H -3.752 -1.819 -3.304 0.088
H -3.424 -0.716 0.294 0.088
H -4.391 -0.473 -1.174 0.092
H -2.724 0.138 -1.083 0.076
```

Summary:
net charge: -1
electronic energy: -5443.855952 hartree
ΔE to the lowest compared entry with this formula, charge and spin: 0.0 kcal per mole
F_max: 0.2 eV/Å
spin multiplicity: 1

---

Below is a structure of composition C12H7BaClN2O5, with properties calculated with the ωB97M-V functional and the def2-TZVPD basis.

Structure (XYZ):
```
28
Properties=species:S:1:pos:R:3:lowdin_charge:R:1
Ba 0.025 -0.314 0.000 1.999
O -0.089 6.380 0.000 0.081
C -0.030 5.028 0.000 -0.280
C 1.178 4.337 0.000 0.065
C 1.139 2.957 0.000 -0.191
N -0.009 2.282 0.000 -0.052
C -1.165 2.945 0.000 -0.186
C -1.229 4.323 0.000 0.078
C -2.428 2.069 0.000 -0.645
O -3.518 2.606 0.000 0.056
O -2.157 0.811 0.000 -0.371
C 2.424 2.115 0.000 -0.647
O 3.498 2.686 0.000 0.053
O 2.191 0.852 0.000 -0.365
H 0.806 6.741 0.000 0.114
H 2.141 4.834 0.000 0.128
H -2.189 4.818 0.000 0.133
Cl 2.538 -6.419 0.000 0.704
C 1.053 -5.540 0.000 -0.651
C -0.164 -6.201 0.000 -0.073
C -1.316 -5.433 0.000 -0.043
C -1.202 -4.053 0.000 -0.146
N -0.029 -3.418 0.000 -0.048
C 1.081 -4.154 0.000 -0.170
H -0.198 -7.282 0.000 0.116
H -2.293 -5.895 0.000 0.114
H -2.092 -3.434 0.000 0.113
H 2.033 -3.637 0.000 0.114
```

Summary:
net charge: 0
electronic energy: -1433.034908 hartree
F_max: 0.4 eV/Å
spin multiplicity: 1

---

Below is the molecule C4H8N2O in a non-equilibrium geometry, with properties calculated with the ωB97M-V functional and the def2-TZVPD basis.

Structure (XYZ):
```
15
Properties=species:S:1:pos:R:3:lowdin_charge:R:1
C 2.112 -0.039 0.081 -0.251
C 1.187 1.127 -0.131 -0.141
C -1.926 -0.282 -0.756 -0.130
C -1.970 -0.313 0.687 -0.115
H 0.809 -1.314 -0.306 0.015
H 2.492 0.030 1.265 0.169
H 3.116 0.004 -0.408 0.118
H 1.657 2.073 -0.112 0.090
H -2.078 0.645 -1.181 0.064
H -2.306 -1.204 -1.378 0.144
H -2.198 0.507 1.304 0.089
H -1.865 -1.128 1.314 0.081
N -0.086 1.306 -0.176 0.087
N -0.672 -0.053 0.001 -0.156
O 1.730 -1.358 -0.204 -0.065
```

Summary:
net charge: 0
electronic energy: -341.806929 hartree
ΔE to the lowest compared entry with this formula, charge and spin: 123.4 kcal per mole
F_max: 3.5 eV/Å
spin multiplicity: 1
structure (SMILES): OC/C=N\N1CC1